1.
A molecular structure, C29H20AsClF2NPRuS4, computed with wB97M-V/def2-TZVPD.

Last column: Löwdin spin population.
Atoms and positions in Å:
H -0.608 2.070 -1.595  0.00
H -0.958 -0.626 -3.021  0.00
C -1.989 -1.503 -1.350  0.00
C 1.911 0.352 -3.063  0.00
P -1.377 -0.451 0.058  0.01
C -3.422 -3.378 -1.908  0.00
C 3.008 1.760 0.118  0.01
Cl -1.990 1.113 2.640  0.00
Ru 0.395 0.905 1.423  0.62
C 2.332 0.808 0.879  0.00
C 3.031 -0.343 1.318  0.00
C -2.864 -2.520 -0.969  0.00
C 2.278 -1.307 2.121  0.00
S 2.324 5.057 2.564  0.02
C -2.621 0.896 0.013  0.00
S 1.110 1.780 3.476  -0.02
C 0.104 1.274 -1.772  0.00
C -4.520 2.949 0.186  0.00
H -3.165 0.810 -2.057  0.00
C 0.592 -2.935 3.577  0.00
S 0.048 3.024 0.802  0.32
C 4.323 1.544 -0.220  0.00
H -0.104 -3.541 4.140  0.00
H -3.524 -3.908 -3.986  0.00
C -1.663 -1.383 -2.699  0.00
C 1.070 -0.842 -1.161  0.00
C 1.939 -3.254 3.485  0.00
H -4.100 -4.160 -1.589  0.00
H -3.957 3.068 2.272  0.00
N 0.966 -1.012 2.227  0.01
C 2.786 -2.445 2.756  0.00
C -2.215 -2.240 -3.640  0.00
As 0.630 3.869 2.840  0.00
C -3.828 2.562 1.325  0.00
F 5.064 -1.593 1.317  0.00
C 0.165 0.191 -0.890  0.00
H 6.070 0.276 -0.108  0.00
H 2.652 -1.557 -2.412  0.00
H -1.948 -2.130 -4.684  0.00
C -4.283 2.314 -1.024  0.00
H -0.886 -1.495 2.959  0.00
C 1.939 -0.762 -2.234  0.00
C 5.037 0.423 0.167  0.00
C 4.362 -0.491 0.940  0.00
S -1.082 4.638 3.776  0.02
H -4.821 2.619 -1.913  0.00
H -3.107 -2.639 0.081  0.00
C -3.343 1.296 -1.106  0.00
H 2.527 2.675 -0.197  0.01
F 4.965 2.457 -0.976  0.00
C 0.993 1.368 -2.831  0.00
C -2.906 1.541 1.219  0.01
C -3.100 -3.237 -3.249  0.00
H 2.331 -4.131 3.985  0.00
H -5.235 3.759 0.247  0.00
H 1.105 -1.702 -0.501  0.00
H 0.967 2.237 -3.477  0.00
C 0.152 -1.800 2.929  0.00
H 2.606 0.428 -3.890  0.00
H 3.834 -2.678 2.683  0.00

## Properties
Kohn-Sham gap (alpha / beta) = 6.15 / 5.76 eV
relative energy (zero: lowest compared OMol25 entry of this formula, charge and spin) = 0.0 kJ/mol
largest force on an atom = 0.0279 hartree/bohr
2S+1 = 2
highest occupied orbital energy (alpha / beta) = -4.1 / -4.1 eV
LUMO energy (alpha / beta) = 2.1 / 1.7 eV
net charge = -1
<S²> = 0.76

2.
A molecular structure, C9H9ClIKN2OPS, computed with wB97M-V/def2-TZVPD.

Last column: Mulliken charge in e.
Atoms and positions in Å:
C -2.105 1.152 0.707  -0.68
C 1.999 -1.332 -0.550  -0.61
H 1.336 -2.449 2.959  0.34
C 0.501 -1.386 -0.055  0.53
Cl 0.983 -4.479 0.711  -0.24
N 1.960 1.877 -3.071  -0.63
H -1.390 1.594 2.843  0.40
S 3.632 1.421 -3.198  0.27
O 0.379 -2.264 2.786  -0.47
I -4.136 1.668 1.347  0.20
C -1.062 0.938 1.968  -0.67
C 0.006 0.793 -1.666  -0.61
H -0.987 -0.176 2.207  0.12
H -2.341 -1.132 0.320  0.45
C 2.453 -0.225 -1.557  0.35
P -0.093 -2.695 1.200  0.22
N 3.749 0.060 -2.145  -0.53
C 1.491 0.869 -2.159  0.43
C -0.473 -0.304 -0.646  0.13
H -2.635 -0.022 -1.219  0.37
H -0.009 1.271 1.610  0.32
H -1.650 2.043 0.079  0.34
H -0.727 1.564 -2.081  0.65
C -2.044 -0.180 -0.236  -0.98
K -1.606 3.508 0.033  0.98
H 2.768 -2.114 -0.188  0.29

## Properties
Kohn-Sham gap = 7.20 eV
largest force on an atom = 0.1889 hartree/bohr
highest occupied orbital energy = -11.7 eV
LUMO energy = -4.5 eV
net charge = +1

3.
A molecular structure, C28H70O7, computed with wB97M-V/def2-TZVPD.

Last column: Mulliken charge in e.
Atoms and positions in Å:
C -0.271 -123.205 -43.757  -1.18
H 2.186 -119.174 -40.675  0.43
H 6.203 -117.621 -46.622  0.13
H 4.523 -121.173 -43.893  1.08
C 3.562 -119.468 -48.895  -1.41
H -4.173 -123.000 -43.955  0.28
H 6.139 -122.756 -45.170  1.24
H 3.481 -114.032 -48.082  0.33
C 2.769 -120.883 -44.957  -0.49
H 0.524 -121.475 -47.445  0.18
H 4.484 -120.088 -45.010  0.14
H 2.155 -120.030 -42.016  0.07
H -3.487 -121.631 -49.072  0.29
H 7.948 -118.873 -42.011  0.28
C 4.655 -124.301 -42.637  0.39
C 0.244 -122.459 -47.791  -0.47
C 7.060 -116.510 -48.221  -1.27
H 0.107 -123.021 -46.915  0.01
C 3.848 -114.321 -47.032  -1.73
C 3.466 -116.929 -44.630  0.25
H 2.954 -123.083 -42.865  -0.11
H -2.052 -124.301 -44.355  0.24
H -5.284 -121.291 -42.017  0.35
H 6.168 -120.862 -41.602  0.32
H 2.798 -124.449 -43.839  0.29
H -4.252 -121.405 -46.835  0.41
C 3.575 -116.922 -43.149  -0.62
H 4.586 -119.030 -46.989  -0.43
H 4.178 -117.673 -45.104  -0.20
H 7.310 -118.515 -47.790  0.41
C 6.409 -126.036 -42.758  0.04
H 6.489 -118.895 -43.209  0.19
C 4.209 -121.002 -44.789  -0.99
H 6.113 -128.164 -42.743  0.29
C 6.003 -123.101 -47.106  -1.38
H 1.036 -122.831 -48.587  0.32
O 5.080 -125.697 -42.761  -0.34
C 6.767 -118.888 -42.172  -1.15
C 6.498 -127.335 -43.330  -1.87
C 5.831 -122.366 -45.924  -1.85
H -3.506 -121.532 -44.019  0.25
C 2.372 -120.172 -40.915  -1.18
C -1.674 -123.263 -44.097  0.06
H 2.299 -120.150 -44.179  0.06
H 4.644 -116.604 -42.835  0.14
C 4.710 -119.276 -48.106  1.08
C -4.302 -121.862 -41.954  -1.16
H 0.303 -122.226 -43.649  0.11
H 6.417 -127.323 -44.188  0.77
C 3.122 -124.136 -42.772  -0.37
H 2.499 -124.550 -41.885  0.34
H -5.491 -122.125 -47.913  0.32
O 4.465 -121.928 -45.864  -0.09
C 3.725 -115.615 -46.507  1.03
O -2.308 -122.756 -43.014  -0.33
H 6.296 -115.622 -48.151  0.13
H 6.310 -121.539 -45.899  0.90
C -3.513 -122.346 -48.217  -0.16
H 2.760 -120.365 -48.883  0.04
H 6.652 -126.110 -41.720  0.28
O 4.585 -119.641 -41.459  -0.07
H 2.898 -116.161 -42.706  0.40
H 3.042 -118.633 -48.905  0.51
H -0.933 -122.186 -49.394  0.49
H 6.471 -118.072 -41.655  0.40
H -1.769 -122.521 -44.820  0.27
H 5.111 -123.922 -41.689  0.29
H -4.284 -123.010 -46.612  0.23
H 5.167 -123.660 -43.311  -0.58
H -1.393 -123.662 -48.810  0.31
O -2.213 -122.193 -47.619  -0.21
H 2.482 -117.334 -44.833  0.27
H -0.096 -124.027 -42.983  0.21
H 5.370 -123.904 -46.857  0.33
H 6.930 -125.267 -43.391  0.21
C -4.488 -122.236 -47.366  -1.33
H 8.013 -116.207 -47.752  0.40
H -4.541 -123.013 -41.252  0.19
O 5.398 -118.124 -48.535  -0.47
H 1.753 -121.028 -40.699  0.40
H 2.376 -120.485 -45.838  0.61
H 6.338 -119.702 -40.318  0.37
H 3.863 -120.776 -39.570  0.33
H 3.219 -117.859 -42.723  -0.06
H 7.600 -127.505 -43.384  0.43
C 3.786 -120.596 -40.700  0.08
H 2.682 -115.992 -46.788  0.15
H 5.702 -122.448 -48.082  0.12
C -1.060 -122.626 -48.486  -0.71
H 3.729 -121.565 -40.857  -0.05
H 5.354 -120.050 -48.146  0.23
H 4.554 -116.346 -46.957  -0.36
H 3.164 -113.740 -46.624  0.60
H 7.557 -116.610 -49.207  0.38
H 2.433 -122.054 -44.872  -0.25
C -3.662 -122.309 -43.258  -0.19
O 3.747 -115.660 -45.114  -0.45
H 6.969 -123.427 -47.406  0.45
C 5.943 -119.891 -41.346  -0.35
H -3.753 -121.191 -41.429  0.36
H 3.733 -119.548 -50.047  0.30
H 0.114 -123.532 -44.612  0.52
H -3.610 -123.332 -48.754  0.32
C 6.484 -117.773 -47.715  -0.09
H 4.859 -113.822 -46.850  0.29

## Properties
Kohn-Sham gap = 10.00 eV
relative energy (zero: lowest compared OMol25 entry of this formula, charge and spin) = 1322.7 kJ/mol
largest force on an atom = 0.3027 hartree/bohr
highest occupied orbital energy = -9.3 eV
LUMO energy = 0.7 eV
net charge = 0